Model a:
ORCA calculation (wB97M-V/def2-TZVPD) on a molecular structure, C4H11NO3.

The geometry in ORCA input format:
```
! wB97M-V def2-TZVPD RIJCOSX def2/J DEFGRID3
* xyz 0 1
C -0.19069 0.95381 -0.79588
C -0.99966 0.25443 0.12456
C -1.20641 -1.76011 -1.45100
C -1.66332 -0.35486 -1.06595
O -2.53910 0.15634 -1.71602
O 1.68039 -0.75559 -0.90830
N -0.42098 -0.38888 1.13371
H -0.17128 2.03447 -0.94749
H 2.43291 1.62243 1.20902
H 0.80162 0.42727 -1.00185
H 2.55221 2.24075 1.60291
H -0.54019 -1.54775 -2.28930
H -2.09408 -2.29791 -1.76641
H -0.63468 -2.24047 -0.66527
H 0.58357 -0.52197 0.86829
H -0.26592 0.43681 1.97816
H -0.16011 1.63346 3.52666
H 2.50267 -1.16842 -0.61617
O 0.33302 1.27619 2.78031
*
```

Results
Frontier orbital gap in eV: 5.66
E_LUMO in eV: -3.98
E_HOMO in eV: -9.64

What are the natural (NBO) partial charges on each atom? They are as follows, in elementary charge units: atom 1 (C): 0.012, atom 2 (C): 0.205, atom 3 (C): -0.675, atom 4 (C): 0.481, atom 5 (O): -0.436, atom 6 (O): -1.044, atom 7 (N): -0.707, atom 8 (H): 0.254, atom 9 (H): -0.018, atom 10 (H): 0.345, atom 11 (H): 0.017, atom 12 (H): 0.262, atom 13 (H): 0.248, atom 14 (H): 0.254, atom 15 (H): 0.446, atom 16 (H): 0.442, atom 17 (H): 0.456, atom 18 (H): 0.469, atom 19 (O): -1.010

---

Model b:
ORCA calculation (wB97M-V/def2-TZVPD) on 4 unconnected molecules or ions with the total composition C4H11NO3.

The geometry in ORCA input format:
```
! wB97M-V def2-TZVPD RIJCOSX def2/J DEFGRID3
* xyz 0 1
C 1.31791 -0.39284 -0.58175
C 1.79002 -1.32115 0.40910
C 1.71145 -0.74385 1.66448
N 0.97010 0.45526 1.52231
C 0.87867 0.72465 0.11367
H 1.12878 -0.64462 -1.66604
H 2.26461 -2.35157 0.13605
H 2.25306 -0.97755 2.59840
H 1.21659 1.19962 2.14579
H 0.34896 1.70014 -0.04672
O -1.35178 1.11572 -1.56038
H -0.89664 0.35761 -1.17706
H -2.09796 0.79131 -2.00670
O -2.64044 1.98528 0.43012
H -2.57957 1.28128 -0.31233
H -1.79705 2.42185 0.18228
O -0.89718 -2.10558 -1.20764
H -1.64606 -2.28329 -0.52925
H -0.05851 -2.24589 -0.91040
*
```

Results
Frontier orbital gap in eV: 9.41
E_LUMO in eV: 0.60
E_HOMO in eV: -8.81
SMILES: c1cc[nH]c1.O.O.O

What are the natural (NBO) partial charges on each atom? They are as follows, in elementary charge units: atom 1 (C): -0.328, atom 2 (C): -0.332, atom 3 (C): -0.060, atom 4 (N): -0.524, atom 5 (C): -0.089, atom 6 (H): 0.245, atom 7 (H): 0.231, atom 8 (H): 0.223, atom 9 (H): 0.402, atom 10 (H): 0.232, atom 11 (O): -0.954, atom 12 (H): 0.504, atom 13 (H): 0.473, atom 14 (O): -0.957, atom 15 (H): 0.469, atom 16 (H): 0.459, atom 17 (O): -0.966, atom 18 (H): 0.492, atom 19 (H): 0.479

---

Computed stability ranking, most favorable first: model b, model a